No. 1
The following is a DFT calculation (wB97M-V/def2-TZVPD) of a molecular structure, C35H37F6LuN3O4S2Sb.

Structure (XYZ):
```
89
Properties=species:S:1:pos:R:3:forces:R:3
Lu -0.607 -2.209 1.032 0.167 -0.785 1.049
O -1.848 -6.115 3.268 0.083 0.107 -0.118
C -1.447 -4.909 2.965 -0.157 -0.192 0.210
O -0.684 -4.616 2.064 0.041 0.135 -0.307
C -1.971 -3.841 3.859 0.041 -0.116 -0.024
C -2.862 -4.021 4.905 -0.009 -0.050 0.066
C -3.198 -2.911 5.663 -0.021 0.016 0.030
C -2.616 -1.684 5.360 -0.028 -0.015 0.131
C -1.740 -1.624 4.292 0.041 0.150 0.003
N -1.437 -2.675 3.546 -0.118 0.003 -0.349
C -0.998 -0.432 3.801 0.103 0.193 0.115
O -1.046 0.722 4.419 -0.029 -0.104 0.014
O -0.307 -0.533 2.798 -0.007 -0.206 -0.367
H -1.473 -6.780 2.665 -0.018 -0.027 0.017
H -3.269 -5.000 5.118 -0.002 0.013 -0.005
H -3.894 -2.997 6.487 0.012 0.001 -0.011
H -2.856 -0.816 5.962 -0.014 -0.016 -0.021
H -1.550 0.693 5.246 -0.004 0.037 -0.004
C -0.660 -2.258 -4.069 -0.014 0.003 0.016
C 0.566 -1.745 -3.321 -0.003 -0.039 0.012
C 0.459 -0.241 -3.042 -0.029 -0.022 0.079
C 0.874 -2.520 -2.053 -0.052 0.036 -0.047
C 0.083 -3.567 -1.579 -0.052 -0.059 -0.026
C 0.452 -4.314 -0.458 0.072 -0.061 -0.079
C 1.630 -4.031 0.254 0.012 -0.088 0.072
C 2.191 -4.970 1.289 0.031 0.085 -0.015
C 2.388 -2.945 -0.190 -0.001 0.112 -0.013
C 2.032 -2.235 -1.332 0.063 0.071 0.053
H -0.785 -1.698 -4.994 -0.009 0.004 0.003
H -1.573 -2.129 -3.481 0.016 0.005 -0.017
H -0.569 -3.311 -4.340 0.011 0.034 0.023
H 1.437 -1.890 -3.969 0.023 -0.012 -0.007
H -0.361 -0.038 -2.344 0.016 -0.001 -0.034
H 0.247 0.291 -3.969 0.017 0.003 0.004
H 1.384 0.170 -2.627 -0.062 -0.045 -0.011
H -0.801 -3.862 -2.130 -0.051 0.029 0.063
H -0.119 -5.197 -0.209 -0.062 0.034 0.060
H 2.810 -4.447 2.018 -0.021 -0.002 -0.011
H 2.833 -5.692 0.782 0.013 0.001 0.001
H 1.419 -5.527 1.808 -0.010 -0.021 -0.004
H 3.316 -2.709 0.320 -0.017 0.006 -0.015
H 2.685 -1.445 -1.686 -0.092 -0.103 0.049
S -1.309 1.002 0.461 0.449 0.049 -0.280
C -0.105 2.181 0.682 -0.067 -0.192 0.035
N -0.335 3.415 0.975 0.029 0.466 0.155
C 0.800 4.357 1.089 -0.107 -0.081 0.034
C 1.840 3.997 0.065 0.031 -0.058 0.119
N 2.219 2.579 0.230 0.323 0.160 -0.033
C 3.622 2.175 -0.062 -0.148 0.019 -0.074
C 3.771 1.588 -1.447 -0.019 0.000 0.045
C 3.380 2.295 -2.580 -0.014 0.049 -0.057
C 3.543 1.740 -3.840 -0.006 0.064 0.015
C 4.111 0.480 -3.977 0.016 -0.019 -0.043
C 4.522 -0.221 -2.852 0.062 0.021 0.005
C 4.342 0.330 -1.590 0.147 0.006 -0.018
C 1.298 1.696 0.499 -0.202 0.198 -0.122
S 1.573 0.038 0.524 -0.523 0.047 -0.082
C -1.693 4.002 1.162 0.162 0.030 -0.155
C -2.027 4.885 -0.013 -0.022 0.012 0.133
C -2.262 4.333 -1.270 -0.023 -0.038 -0.090
C -2.551 5.161 -2.343 0.048 -0.024 -0.010
C -2.604 6.539 -2.164 -0.029 -0.017 -0.067
C -2.375 7.090 -0.915 0.026 0.000 0.070
C -2.081 6.263 0.162 -0.041 0.048 0.013
H 1.186 4.306 2.109 0.015 0.008 0.004
H 0.419 5.358 0.902 -0.035 -0.004 -0.029
H 2.727 4.610 0.201 0.044 -0.019 0.021
H 1.460 4.157 -0.946 0.003 -0.035 -0.040
H 3.923 1.442 0.685 -0.020 0.013 0.087
H 4.229 3.067 0.082 0.017 0.012 -0.054
H 2.975 3.299 -2.498 0.013 -0.036 0.008
H 3.250 2.300 -4.718 0.004 -0.013 0.018
H 4.255 0.056 -4.962 0.005 0.008 0.009
H 4.994 -1.190 -2.959 -0.009 0.029 0.005
H 4.681 -0.209 -0.709 -0.019 0.013 -0.038
H -1.643 4.593 2.076 -0.004 -0.045 0.065
H -2.403 3.189 1.312 0.021 -0.059 -0.065
H -2.244 3.256 -1.415 -0.012 0.039 0.026
H -2.745 4.734 -3.318 -0.009 0.011 0.019
H -2.837 7.183 -3.002 -0.003 -0.014 0.006
H -2.433 8.161 -0.772 0.010 -0.012 0.000
H -1.919 6.696 1.144 -0.009 -0.024 -0.040
F -1.793 -1.610 -0.726 0.074 0.313 -0.046
Sb -3.627 -2.138 -0.115 0.529 0.064 0.349
F -2.445 -3.558 0.483 0.194 -0.307 0.047
F -2.768 -1.411 1.512 0.312 0.145 -0.025
F -4.970 -2.791 0.932 -0.551 -0.136 0.114
F -4.179 -0.436 -0.494 -0.329 0.459 -0.154
F -3.910 -2.928 -1.730 -0.212 -0.267 -0.465
```
Positions in Å, forces in eV/Å.

## Properties
Charge = +3
Highest occupied orbital energy (alpha / beta) = -15.929 / -15.922 eV
Frontier orbital gap (alpha / beta) = 6.8 / 4.7 eV
Spin multiplicity = 2

For each atom in turn, the Löwdin charge in e is: 1.852 0.223 -0.428 -0.012 -0.147 0.085 0.040 0.065 -0.174 0.101 -0.434 0.215 -0.135 0.174 0.147 0.142 0.136 0.142 -0.053 -0.349 -0.049 -0.186 -0.053 -0.122 -0.320 -0.019 -0.079 -0.093 0.095 0.074 0.095 0.154 0.055 0.096 0.049 0.122 0.126 0.094 0.111 0.065 0.128 0.073 0.941 -0.594 -0.042 -0.050 -0.063 -0.049 -0.074 -0.234 -0.031 -0.053 -0.051 -0.070 -0.074 -0.614 0.892 -0.067 -0.237 -0.041 -0.051 -0.045 -0.043 -0.038 0.158 0.141 0.150 0.146 0.119 0.143 0.112 0.121 0.121 0.123 0.121 0.143 0.108 0.098 0.116 0.121 0.122 0.123 -0.476 1.477 -0.379 -0.428 -0.263 -0.282 -0.255

=====

No. 2
The following is a DFT calculation (wB97M-V/def2-TZVPD) of a molecular structure, BH6InNO.

Structure (XYZ):
```
10
Properties=species:S:1:pos:R:3:forces:R:3
N 1.713 -0.851 -0.102 0.092 0.429 -0.241
B 0.642 0.163 -0.038 0.068 -0.464 0.137
O 1.120 1.465 -0.086 -0.049 0.184 0.001
In -1.628 -0.269 -0.055 -0.045 0.104 0.300
H 1.930 -1.211 0.820 -0.154 -0.350 -0.135
H 2.562 -0.442 -0.491 0.116 0.037 0.295
H 0.368 2.045 0.067 0.017 0.127 -0.297
H -2.393 1.024 -1.037 0.024 -0.026 0.000
H -2.053 -1.864 -0.693 -0.017 0.030 0.017
H -2.261 -0.061 1.615 -0.051 -0.071 -0.078
```
Positions in Å, forces in eV/Å.

## Properties
Charge = -1
Highest occupied orbital energy = -3.763 eV
Frontier orbital gap = 7.3 eV

For each atom in turn, the Löwdin charge in e is: 0.052 -0.795 0.001 0.121 0.037 0.037 0.044 -0.160 -0.167 -0.170

=====

No. 3
The following is a DFT calculation (wB97M-V/def2-TZVPD) of a single C5H6 molecule.

Structure (XYZ):
```
11
Properties=species:S:1:pos:R:3:forces:R:3
C 0.883 -1.023 1.387 1.342 -0.186 0.685
C 0.583 -0.270 0.150 -0.643 0.550 -0.898
C -0.625 0.264 -0.099 0.243 -0.880 0.243
C -0.953 0.953 -1.308 -0.085 0.506 0.409
C -1.266 1.670 -2.220 0.107 -0.545 0.011
H 0.027 -1.290 1.993 -0.460 0.081 -0.141
H 1.410 -1.964 1.140 -0.085 0.447 0.214
H 1.541 -0.420 2.066 -0.262 -0.534 -0.604
H 1.364 -0.159 -0.628 -0.396 -0.055 0.706
H -1.431 0.068 0.627 0.323 0.345 -0.413
H -1.534 2.171 -3.108 -0.084 0.273 -0.212
```
Positions in Å, forces in eV/Å.

## Properties
Charge = 0
Highest occupied orbital energy = -8.927 eV
Relative energy (zero: lowest compared OMol25 entry of this formula, charge and spin) = 142.02 kJ/mol
SMILES = C#C/C=C/C
Frontier orbital gap = 10.1 eV

For each atom in turn, the natural (NBO) charge in e is: -0.652 -0.114 -0.297 -0.039 -0.219 0.217 0.222 0.224 0.208 0.220 0.231